Molecular formula: C5H10NO4P
Method: DFT, ωB97M-V/def2-TZVPD

Properties
Orbital gap in eV: 7.182
SMILES: C/C([O-])=N/C(C)(C)[P@@](=O)([O-])O
LUMO in Eh: 0.2346
2S+1: 1
E_HOMO in eV: -0.800
Net charge: -2

The geometry in XYZ format:
```
21
Properties=species:S:1:pos:R:3:forces:R:3
C 0.0152 -2.8463 -1.0219 2.12 0.64 0.10
C -0.6231 -1.4443 -0.8609 0.90 -0.23 1.67
O -1.8569 -1.2885 -1.0420 -0.02 0.00 -0.45
N 0.3039 -0.6674 -0.3487 -0.73 2.65 0.85
C -0.0718 0.7726 0.2674 0.63 -1.66 -1.96
C -1.1431 0.6110 1.3173 -0.30 -3.01 0.15
C -0.5512 1.7322 -0.8886 0.67 -1.32 0.75
P 1.5868 1.4004 0.9573 1.02 0.47 1.89
O 1.9456 2.8010 0.4317 -0.51 -1.62 -0.05
O 1.6090 1.2666 2.4914 -0.42 0.11 -1.40
O 2.5467 0.2143 0.3615 -1.02 -0.09 -0.63
H -0.7660 -3.5334 -1.1545 -1.00 -1.22 -0.81
H 0.5560 -3.1731 -0.0557 -0.58 0.77 -1.57
H 0.7658 -2.7636 -1.8943 -1.11 -0.63 1.30
H -0.7503 0.1338 2.2603 -0.21 0.41 -1.00
H -1.9960 -0.0550 0.8987 1.21 1.29 0.63
H -1.4715 1.5686 1.5767 -0.88 1.54 0.57
H 0.3898 2.1807 -1.2655 -0.90 -0.01 -0.30
H -1.1932 2.4816 -0.4134 0.08 0.18 -0.42
H -1.1150 1.0808 -1.5938 0.31 0.80 0.22
H 1.8193 -0.4720 -0.0228 0.77 0.93 0.44
```
Positions in Å, forces in eV/Å.

Molecular formula: C28H32N4O4
Method: DFT, ωB97M-V/def2-TZVPD

Properties
Orbital gap in eV: 8.309
SMILES: COc1cc(C[C@@H]2C(=O)N(C)C(C)(C)N2/C=C/[C@@H](c2ccccc2)C(C#N)C#N)cc(OC)c1OC
LUMO in Eh: 0.0149
2S+1: 1
E_HOMO in eV: -7.904

The geometry in XYZ format:
```
68
Properties=species:S:1:pos:R:3:forces:R:3
C -4.8357 -0.7503 -4.0649 0.19 -0.52 0.35
O -4.9502 -1.9965 -3.3537 0.37 0.22 -0.65
C -3.8674 -2.4650 -2.6775 -0.02 -0.58 0.86
C -2.6094 -1.8579 -2.6031 -0.17 0.62 0.01
C -1.7479 -2.1616 -1.5468 -0.07 -0.64 -0.43
C -0.5371 -1.3012 -1.2648 0.22 0.03 -0.18
C -0.7949 -0.2807 -0.1321 -0.20 0.12 0.21
C -1.9310 0.6942 -0.4686 -0.95 -0.06 0.45
O -3.1322 0.4328 -0.5374 1.55 0.32 -0.16
N -1.3713 1.9302 -0.6187 -0.34 -0.35 0.01
C -2.1522 3.0981 -0.9653 0.15 0.25 0.06
C 0.0445 2.0183 -0.2746 0.25 0.11 -0.33
C 0.8582 2.4416 -1.5126 -0.19 -0.01 -0.24
C 0.2676 3.0409 0.8470 -0.15 -0.16 0.24
N 0.3186 0.6340 0.1387 -0.22 -0.43 -0.68
C 1.4703 0.2450 0.7447 0.69 0.57 0.24
C 2.5554 1.0586 0.8960 0.26 -0.56 -0.26
C 3.5325 0.9501 2.0383 0.79 -1.17 -1.47
C 4.9624 1.3767 1.6612 -0.60 -0.44 0.16
C 6.0578 0.5812 1.9980 0.11 0.37 0.03
C 7.3445 1.1257 1.9342 -0.17 0.02 -0.12
C 7.5243 2.4515 1.5215 -0.20 -0.12 -0.13
C 6.4259 3.2043 1.0859 -0.08 -0.25 -0.05
C 5.1421 2.6477 1.1246 0.55 0.32 0.22
C 3.1176 1.8544 3.2028 -0.11 0.59 0.46
C 4.0551 1.7207 4.3302 1.59 0.34 1.71
N 4.7995 1.6655 5.2241 -1.39 -0.02 -1.68
C 1.7951 1.5018 3.7145 -2.58 -0.25 0.83
N 0.7355 1.2588 4.1363 2.09 0.38 -0.90
C -2.0318 -3.2457 -0.7125 0.00 -0.18 0.54
C -3.2256 -3.9672 -0.8511 -0.26 0.42 -0.83
O -3.6713 -4.9673 -0.0434 0.62 -0.24 0.25
C -2.7716 -5.5421 0.9212 -0.27 0.42 -0.46
C -4.1293 -3.6025 -1.8771 -0.11 0.75 0.66
O -5.3235 -4.2553 -2.0034 -0.63 0.03 0.26
C -6.4370 -3.8144 -1.1569 1.11 -0.14 -0.56
H -5.8153 -0.5959 -4.5186 0.18 0.01 0.01
H -4.6076 0.0714 -3.3721 0.02 -0.19 -0.11
H -4.0625 -0.8170 -4.8420 -0.20 0.07 0.11
H -2.3489 -1.0618 -3.3071 -0.17 -0.08 0.45
H 0.3079 -1.9311 -0.9450 -0.15 0.18 -0.15
H -0.2268 -0.7513 -2.1699 -0.09 -0.19 0.27
H -1.0597 -0.8315 0.7894 0.03 0.21 -0.31
H -3.1738 2.7911 -1.2033 0.26 -0.05 0.08
H -2.1728 3.8111 -0.1310 -0.14 -0.15 -0.16
H -1.7069 3.6053 -1.8304 -0.15 -0.10 0.09
H 0.5222 1.8799 -2.3943 0.08 0.13 0.19
H 0.7108 3.5154 -1.6895 0.05 -0.26 -0.09
H 1.9277 2.2648 -1.3855 -0.24 0.07 -0.04
H -0.3153 2.7595 1.7338 0.12 0.13 -0.19
H 1.3260 3.0718 1.1221 -0.35 0.14 -0.08
H -0.0339 4.0347 0.4939 0.07 -0.24 0.14
H 1.4944 -0.7912 1.1162 -0.41 0.58 0.43
H 2.8023 1.8035 0.1397 -0.51 0.15 0.66
H 3.5318 -0.0943 2.4035 0.11 0.37 0.03
H 5.8852 -0.4429 2.3423 0.16 0.40 0.00
H 8.1999 0.5138 2.2276 -0.23 0.25 -0.09
H 8.5235 2.8912 1.5164 -0.32 -0.14 -0.01
H 6.5587 4.2276 0.7288 0.03 -0.34 0.09
H 4.2715 3.2240 0.7916 0.40 -0.08 0.19
H 3.1083 2.9226 2.8638 0.00 -0.81 0.33
H -1.3296 -3.5097 0.0861 -0.28 0.15 -0.24
H -3.3254 -6.3725 1.3576 0.12 0.09 0.00
H -1.8588 -5.9145 0.4385 -0.16 0.09 0.07
H -2.5144 -4.8140 1.7009 -0.02 -0.12 -0.12
H -7.2674 -4.4601 -1.4437 0.06 0.14 0.11
H -6.1723 -3.9612 -0.1030 -0.12 0.08 -0.19
H -6.6659 -2.7632 -1.3714 0.02 -0.22 0.11
```
Positions in Å, forces in eV/Å.

Molecular formula: C4H13NOS
Method: DFT, ωB97M-V/def2-TZVPD

Properties
Orbital gap in eV: 8.983
SMILES: CSCCCN.O
LUMO in Eh: 0.0168
2S+1: 1
E_HOMO in eV: -8.527

The geometry in XYZ format:
```
20
Properties=species:S:1:pos:R:3:forces:R:3
C 0.1833 2.4927 -2.4203 1.37 -0.80 0.84
S -0.2549 0.7416 -2.7236 -0.71 0.68 0.20
C -0.4147 0.1523 -1.0187 0.96 -0.63 -0.97
C -0.5615 -1.3680 -1.0522 0.34 -0.44 3.78
C -0.8392 -1.8201 0.4658 -2.88 -0.13 -1.15
N 0.1640 -1.7639 1.4794 1.28 0.21 -0.46
H -0.2905 3.0131 -1.5724 -0.67 -0.32 -0.73
H 1.2250 2.4149 -2.0642 -0.11 0.41 -0.48
H 0.1502 3.0045 -3.3781 -0.13 0.22 0.22
H 0.5678 0.2600 -0.5585 -0.04 0.64 0.28
H -1.1769 0.6974 -0.4511 0.01 -0.32 -0.21
H -1.4219 -1.7990 -1.5516 0.17 0.25 -0.62
H 0.3946 -1.8938 -1.2331 -0.51 0.45 -0.86
H -1.2426 -2.8156 0.3463 0.56 -0.97 0.07
H -1.8169 -1.3668 0.7565 0.67 0.66 0.07
H -0.1194 -1.6072 2.4313 -0.35 0.06 -0.09
H 0.9193 -1.1361 1.2479 0.04 0.02 0.11
O 1.8832 0.8696 3.9171 -0.31 -0.01 0.04
H 1.6141 1.0000 3.0064 0.20 0.05 -0.34
H 1.0370 0.9244 4.3729 0.09 -0.02 0.30
```
Positions in Å, forces in eV/Å.

Molecular formula: C7H8O
Method: DFT, ωB97M-V/def2-TZVPD

Properties
Orbital gap in eV: 9.595
SMILES: C[C@H]1Cc2ccoc21
LUMO in Eh: 0.0401
2S+1: 1
E_HOMO in eV: -8.505

The geometry in XYZ format:
```
16
Properties=species:S:1:pos:R:3:forces:R:3
C 1.7338 1.2592 0.4657 2.96 -2.34 1.12
C 1.1871 -0.0959 -0.0896 1.22 2.37 -1.04
C 0.5806 -1.1544 0.9039 -3.07 2.41 -0.93
C -0.8411 -0.7232 0.1698 -0.24 -0.76 0.42
C -2.2736 -0.6761 -0.2582 1.56 -1.18 1.39
C -2.2969 0.1919 -1.2681 3.15 -0.08 1.10
O -1.0182 0.7171 -1.5303 0.09 -0.09 -0.22
C -0.1900 0.0848 -0.6476 -1.25 -0.28 -0.28
H 1.0653 1.7222 1.1139 -1.50 1.23 0.64
H 2.3274 1.9367 -0.1785 -1.09 -0.43 -0.25
H 2.5395 0.9313 1.1818 -0.41 0.27 -0.39
H 1.9888 -0.3885 -0.7819 -0.47 -0.73 0.10
H 0.5598 -0.9039 1.9562 0.40 0.09 0.14
H 0.7332 -2.1678 0.7236 0.90 -1.60 -0.28
H -3.0694 -1.2955 0.1072 -0.30 0.16 0.05
H -3.0261 0.5621 -1.8678 -1.96 0.93 -1.58
```
Positions in Å, forces in eV/Å.

Molecular formula: C6H10N
Method: DFT, ωB97M-V/def2-TZVPD

Properties
Orbital gap in eV: 7.945
LUMO in Eh: -0.2049
2S+1: 1
E_HOMO in eV: -13.520
Net charge: +1

The geometry in XYZ format:
```
17
Properties=species:S:1:pos:R:3:forces:R:3
C -2.8440 -0.1323 0.0165 -1.44 0.29 0.18
C -1.5854 0.0858 -0.1336 -2.11 -0.93 0.49
C -4.1212 -0.2132 0.1700 1.00 0.88 -0.89
C -0.4275 0.3904 -0.3381 2.45 1.08 -1.36
C 1.5692 1.6477 0.3960 -0.81 -2.37 -1.44
C 0.8830 0.6844 -0.5852 0.32 1.00 -2.33
N 1.9947 -1.6991 0.0329 3.10 -0.34 0.75
H -4.9008 0.3699 -0.2564 0.22 1.58 -0.97
H -4.7161 -0.8582 0.6912 -0.45 -2.67 1.83
H 2.2524 2.2066 -0.1261 1.65 1.48 -1.09
H 2.0646 1.0611 1.0894 1.16 -0.96 1.68
H 0.8765 2.2411 0.8650 -1.58 1.51 1.13
H 1.1897 0.9514 -1.7071 -1.10 -0.98 2.12
H 1.2651 -0.5184 -0.5511 0.62 0.98 0.84
H 2.9557 -1.9902 -0.2819 -1.08 0.73 -0.12
H 1.4202 -2.4050 -0.3359 -1.10 -1.47 -0.15
H 2.1241 -1.8219 1.0544 -0.83 0.19 -0.66
```
Positions in Å, forces in eV/Å.

Molecular formula: C6H8N2OS
Method: DFT, ωB97M-V/def2-TZVPD

Properties
Orbital gap in eV: 9.718
LUMO in Eh: 0.0320
2S+1: 1
E_HOMO in eV: -8.848

The geometry in XYZ format:
```
18
Properties=species:S:1:pos:R:3:forces:R:3
C -2.0844 -1.1533 1.8722 1.83 0.63 -0.53
C -1.7982 -2.4632 1.8482 -0.19 0.92 0.35
C -0.8104 -0.5133 1.9541 -1.64 0.40 0.81
C 1.2821 1.2188 -0.2545 -2.37 0.22 -2.10
C 0.0558 1.3543 0.1721 -3.16 1.06 2.26
C 1.3724 1.4141 -1.7837 0.09 4.70 2.93
N 0.1353 -1.3856 2.1172 0.94 -1.01 -0.01
N -0.4750 -2.6076 1.9815 0.18 0.60 0.10
O -1.8504 1.9444 2.4207 0.41 -0.60 -0.81
S -0.5490 1.2802 2.1498 1.47 -0.58 -1.92
H -3.0226 -0.7550 1.7832 -1.95 1.17 -0.21
H -2.5421 -3.1857 1.8030 -0.58 -1.74 -0.08
H 1.9835 0.8896 0.4350 1.93 -0.33 0.67
H -0.8152 1.6618 -0.4666 0.84 -0.36 0.74
H 1.6776 2.5485 -1.9657 -0.59 -2.46 0.03
H 2.0304 0.7955 -2.1808 3.63 -2.53 -1.83
H 0.4905 1.1658 -2.2877 -1.72 0.12 -0.34
H -0.1041 -3.4298 2.4042 0.89 -0.21 -0.06
```
Positions in Å, forces in eV/Å.

Molecular formula: C9H5N3PtS2Te
Method: DFT, ωB97M-V/def2-TZVPD

Properties
Orbital gap (spin up / spin down) in eV: 4.705 / 5.087
LUMO (spin up / spin down) in Eh: 0.1731 / 0.1712
2S+1: 3
E_HOMO (spin up / spin down) in eV: 0.005 / -0.428
⟨S²⟩: 2.023
Net charge: -2

The geometry in XYZ format:
```
21
Properties=species:S:1:pos:R:3:forces:R:3
Pt 2.2285 0.3343 1.1299 0.26 0.57 -0.37
S 2.4321 0.6427 -1.3658 -0.10 -0.04 0.12
C 1.1394 1.7785 -1.6397 0.00 -0.07 -0.58
C 0.6949 1.9352 -3.0127 0.18 -0.09 0.58
N 0.3524 2.0348 -4.1096 0.00 0.00 -0.09
C 0.5503 2.5323 -0.6710 -0.38 0.37 0.11
S 0.9882 2.4945 1.0207 -0.08 -0.10 -0.10
C -0.5011 3.4566 -1.0458 0.44 -0.31 0.17
N -1.3377 4.2047 -1.3134 -0.07 0.04 0.00
C -1.7909 -2.5419 0.8998 -0.13 -0.16 0.01
C -0.7113 -2.7846 0.0683 0.18 0.10 -0.09
C 0.2540 -1.7957 -0.0716 -0.11 -0.09 -0.05
N 0.1839 -0.6341 0.5704 -0.28 -0.17 0.04
C -0.8639 -0.3912 1.3520 -0.11 -0.13 0.00
C -1.8795 -1.3213 1.5447 0.11 0.25 0.03
H -2.5546 -3.2985 1.0442 0.00 0.01 -0.01
H -0.6010 -3.7211 -0.4631 -0.03 -0.01 0.00
H 1.1207 -1.9110 -0.7120 0.02 -0.03 0.01
H -0.8579 0.5844 1.8265 -0.02 -0.01 0.03
H -2.7105 -1.0812 2.1954 -0.01 -0.02 0.00
Te 3.8641 -0.5173 2.7528 0.14 -0.12 0.18
```
Positions in Å, forces in eV/Å.

Molecular formula: C4H7NO4P2
Method: DFT, ωB97M-V/def2-TZVPD

Properties
Orbital gap in eV: 5.382
LUMO in Eh: 0.2204
2S+1: 1
E_HOMO in eV: 0.615
Net charge: -2

The geometry in XYZ format:
```
18
Properties=species:S:1:pos:R:3:forces:R:3
C -0.9613 -2.0677 -1.9055 1.10 0.49 -0.25
C 1.5706 2.1449 0.5585 1.63 0.11 -0.59
C -0.1556 -0.7184 -1.5535 -1.51 -0.82 -1.16
C 0.2331 2.4197 0.5232 1.38 -4.30 0.68
N -0.1183 -0.6015 -0.1439 0.19 1.97 -0.77
O -1.1924 -2.7540 -0.7103 -0.50 0.83 -3.68
O 2.6467 2.6599 0.1861 -0.15 0.14 0.35
O -1.2247 -2.3565 -3.1005 0.09 -0.23 3.71
O 1.6265 0.8471 1.2091 0.92 0.20 -0.67
P -0.0228 0.7834 1.2803 -2.94 2.01 1.45
P -0.7800 -1.7950 0.7368 -0.16 -1.13 0.42
H -0.7021 0.0554 -2.1763 0.26 -0.26 1.07
H 0.8183 -0.7619 -2.0694 0.11 -0.27 0.27
H -0.3148 3.1896 0.2071 -1.92 2.87 -1.36
H -0.0607 1.4674 2.5778 0.25 -0.76 0.48
H -1.5600 0.7677 1.5419 0.67 -0.27 -1.01
H -0.1079 -0.5436 1.9371 0.40 -0.55 0.62
H 0.3052 -2.7364 0.9016 0.19 -0.03 0.44
```
Positions in Å, forces in eV/Å.

Across the entries above, energy takes the values -24317.9156, -43702.9166, -18730.6124, -9432.8450, -7862.1809, -22210.7466, -46095.3204, -32515.3373 eV, respectively.
Across the entries above, energy above the lowest of the compared OMol25 structures with the same formula, charge and spin takes the values 0.00, 543.61, 134.95, 327.79, 402.08, 407.54, 71.46, 212.62 kJ/mol, respectively.